This record from OMol25 describes a molecular structure, C30H56Cl22MgO8. The level of theory is wB97M-V/def2-TZVPD.

Last column: Löwdin charge in e.
Element x y z (Å)
Cl1 -6.253 -2.547 -2.061  0.501
Cl2 -0.098 2.453 2.155  0.602
Cl3 3.132 2.534 1.604  0.647
Cl4 -5.814 3.610 -6.411  0.551
Cl5 -0.743 -4.384 -0.118  0.546
Cl6 1.373 -6.036 2.372  0.491
Cl7 4.221 -5.684 0.362  0.556
Cl8 -4.462 0.386 3.520  0.611
Cl9 -0.093 -0.916 4.274  0.609
Cl10 -3.966 4.380 2.690  0.587
Cl11 -2.137 3.563 -1.360  0.573
Cl12 -1.531 -3.861 -3.409  0.576
Cl13 -5.147 3.370 -3.057  0.532
Cl14 1.891 4.876 -2.083  0.602
Cl15 2.913 -1.624 5.515  0.542
Cl16 1.689 -0.605 -4.026  0.681
Cl17 -3.988 0.017 -1.607  0.519
Cl18 -1.166 4.140 4.961  0.541
Cl19 -1.240 -0.488 -5.495  0.558
Cl20 -3.149 3.553 7.768  0.528
Cl21 -4.516 -2.313 1.364  0.553
Cl22 -7.266 2.978 0.287  0.552
Mg1 3.199 -0.623 -0.770  0.562
O1 5.766 -2.319 -2.497  0.008
O2 4.467 -0.893 0.694  -0.069
O3 6.544 1.012 -2.490  -0.054
O4 1.605 0.628 -0.937  -0.070
O5 1.504 -1.200 0.027  -0.055
O6 3.713 -2.269 -1.727  -0.120
O7 4.645 0.408 -1.812  -0.089
O8 6.586 -0.885 0.217  0.016
C1 5.299 1.221 -2.507  -0.708
C2 0.563 3.847 -1.561  -0.676
C3 -5.583 4.069 2.073  -0.693
C4 -0.041 0.798 -5.631  -0.668
C5 -0.049 -3.468 -2.518  -0.645
C6 -3.136 -1.648 2.257  -0.661
C7 -0.745 4.544 -1.844  -0.660
C8 1.383 0.243 -5.562  -0.636
C9 0.875 -0.186 -0.349  -0.690
C10 -3.235 -0.114 2.403  -0.708
C11 4.635 -2.840 -2.374  -0.707
C12 -4.281 3.792 -5.564  -0.700
C13 -0.669 -0.050 -0.318  -0.009
C14 0.330 -4.524 -1.502  -0.626
C15 2.811 -5.032 2.751  -0.612
C16 1.450 -2.453 6.100  -0.627
C17 -4.018 -1.131 -3.024  -0.584
C18 -4.559 -2.561 -2.630  -0.669
C19 0.278 -2.505 5.018  -0.584
C20 1.222 2.207 3.326  -0.727
C21 4.423 -4.259 -2.841  -0.054
C22 -1.974 2.598 5.394  -0.657
C23 -4.044 2.902 -4.370  -0.651
C24 5.986 -0.950 2.517  -0.031
C25 4.734 2.557 -2.881  -0.040
C26 5.642 -0.951 1.023  -0.747
C27 -3.262 2.761 6.173  -0.688
C28 -5.581 3.221 0.812  -0.671
C29 2.392 1.535 2.843  -0.685
C30 3.417 -4.456 1.411  -0.590
H1 4.651 2.596 -3.967  0.058
H2 -3.501 3.617 -6.305  0.067
H3 1.305 -4.443 -1.021  0.052
H4 0.088 -5.491 -1.942  0.062
H5 0.679 -3.392 -3.325  0.056
H6 -3.103 2.984 -3.825  0.016
H7 3.138 1.404 3.626  0.083
H8 -5.067 3.603 -0.070  0.023
H9 -0.139 1.402 -4.728  0.052
H10 5.459 3.325 -2.613  0.065
H11 2.457 -4.202 3.362  0.034
H12 4.319 -4.428 -3.912  0.062
H13 1.421 -0.496 -6.362  0.057
H14 -1.042 -0.956 0.161  0.055
H15 1.740 -3.414 6.526  0.064
H16 0.413 -3.224 4.210  0.051
H17 2.172 0.957 -5.799  0.080
H18 -3.159 -2.035 3.276  0.052
H19 -6.146 3.591 2.875  0.064
H20 -0.908 4.721 -2.907  0.062
H21 -4.640 -0.680 -3.797  0.060
H22 -0.642 -2.800 5.522  0.059
H23 -3.788 1.810 6.255  0.061
H24 3.516 -4.657 -2.385  0.023
H25 -4.559 -3.267 -3.461  0.051
H26 -1.334 2.101 6.123  0.062
H27 -4.998 2.322 1.017  0.049
H28 -0.310 -2.507 -2.073  0.044
H29 -6.045 5.025 1.827  0.063
H30 2.126 0.556 2.446  0.073
H31 4.160 -3.696 1.651  0.068
H32 0.743 3.678 -0.500  0.040
H33 -4.151 4.817 -5.217  0.067
H34 -2.083 1.961 4.517  0.032
H35 -1.056 0.136 -1.320  0.052
H36 -0.838 5.433 -1.220  0.065
H37 -3.463 0.373 1.455  0.037
H38 1.162 -1.857 6.966  0.050
H39 -4.154 1.836 -4.568  0.062
H40 -3.981 -2.962 -1.797  0.032
H41 -2.247 0.230 2.710  0.017
H42 2.588 -3.989 0.880  0.050
H43 5.213 -4.831 -2.353  0.052
H44 3.495 -5.579 3.400  0.063
H45 -3.839 3.429 5.533  0.030
H46 -2.967 -1.297 -3.262  0.002
H47 6.760 -0.206 2.709  0.065
H48 5.141 -0.656 3.140  0.027
H49 0.812 1.594 4.129  0.015
H50 -0.239 1.381 -6.530  0.069
H51 -0.898 0.836 0.273  0.006
H52 3.807 2.842 -2.383  0.020
H53 -2.202 -2.008 1.826  0.049
H54 6.173 -1.950 2.907  0.054
H55 0.553 2.901 -2.102  0.067
H56 1.468 3.132 3.847  0.063

- Spin multiplicity: 1
- Total charge: -2
- Max |F|: 5.4 eV/Å
- HOMO: -1.59 eV
- E: -329345.149 eV
- LUMO: 2.932 eV
- HOMO-LUMO gap: 0.1660 hartree